[1]
C6H9N | the ωB97M-V functional and the def2-TZVPD basis

```
16
Properties=species:S:1:pos:R:3:lowdin_charge:R:1
C 2.763 0.649 2.084 -0.1144
C 1.777 0.133 1.131 -0.0868
C 0.974 -0.286 0.335 -0.0387
C 0.017 -0.804 -0.649 -0.1742
C -1.399 -0.274 -0.495 -0.3384
C -2.022 0.558 -1.547 -0.1495
N -2.335 -0.866 -1.443 0.0092
H 2.613 1.718 2.263 0.0748
H 3.781 0.513 1.704 0.0756
H 2.692 0.132 3.047 0.0743
H -0.036 -1.897 -0.595 0.1192
H 0.370 -0.565 -1.659 0.1189
H -1.732 -0.114 0.531 0.1399
H -1.431 0.830 -2.419 0.1006
H -2.785 1.282 -1.268 0.1001
H -3.247 -1.009 -1.020 0.0895
```

Output
charge	0
frontier orbital gap	10.4	eV
HOMO	-9.378	eV
energy above the lowest of the compared OMol25 structures with the same formula, charge and spin	275.2	kJ/mol

[2]
C5H12N2 | the ωB97M-V functional and the def2-TZVPD basis

```
19
Properties=species:S:1:pos:R:3:lowdin_charge:R:1
C 1.843 1.330 -1.856 -0.0051
C 0.831 1.416 -1.004 -0.1955
C 0.807 0.778 0.358 -0.1855
C -0.516 0.090 0.689 -0.4087
N -0.891 0.326 2.082 0.0351
C -0.473 -1.397 0.283 -0.2578
N -1.709 -1.789 -0.374 -0.0106
H 2.681 0.697 -1.570 0.0559
H 1.928 1.929 -2.746 0.0472
H -0.021 2.020 -1.285 0.0981
H 1.695 0.151 0.457 0.1119
H 0.888 1.643 1.021 0.1164
H -1.265 0.549 0.050 0.1223
H -0.340 -0.273 2.687 0.0699
H -1.857 0.043 2.198 0.0724
H -0.398 -2.001 1.191 0.1047
H 0.437 -1.656 -0.269 0.1044
H -1.657 -2.705 -0.799 0.0624
H -1.983 -1.151 -1.114 0.0625
```

Output
charge	0
frontier orbital gap	10.3	eV
HOMO	-9.138	eV
energy above the lowest of the compared OMol25 structures with the same formula, charge and spin	123.7	kJ/mol

[3]
C8H6N2O | the ωB97M-V functional and the def2-TZVPD basis

```
17
Properties=species:S:1:pos:R:3:lowdin_charge:R:1
O 2.204 2.139 0.097 0.0495
C 1.797 0.999 -0.055 -0.3433
C 2.749 -0.175 -0.212 -0.0520
N 2.359 -1.418 -0.055 0.0294
N 1.027 -1.718 0.002 -0.0283
C 0.018 -0.745 -0.084 -0.1690
C -1.372 -1.201 -0.020 -0.0114
C -2.407 -0.268 -0.036 -0.1119
C -2.105 1.059 -0.096 -0.1008
C -0.769 1.559 -0.030 -0.0091
C 0.313 0.656 0.027 -0.0878
H 3.850 0.141 -0.128 0.1385
H 0.721 -2.639 0.612 0.2247
H -1.625 -2.271 0.052 0.1082
H -3.395 -0.592 0.101 0.0910
H -2.925 1.840 -0.327 0.1322
H -0.441 2.635 0.152 0.1400
```

Output
charge	0
frontier orbital gap	8.5	eV
HOMO	-8.605	eV
energy above the lowest of the compared OMol25 structures with the same formula, charge and spin	221.1	kJ/mol

[4]
C18H42BeN6O10S | the ωB97M-V functional and the def2-TZVPD basis

```
78
Properties=species:S:1:pos:R:3:lowdin_charge:R:1
Be 0.249 0.600 0.247 0.7673
S 1.243 3.187 1.144 0.2667
O 1.309 2.587 -0.226 -0.3834
O 0.544 2.101 1.896 -0.3836
O 2.609 3.360 1.652 -0.3795
O 0.449 4.416 1.160 -0.3739
C -1.882 -1.931 -1.190 -0.2894
O -1.048 -1.075 -1.000 -0.0093
N -1.816 -2.815 -2.207 -0.1773
C -2.884 -3.753 -2.493 -0.0598
C -0.642 -2.970 -3.051 -0.0366
H -2.793 -2.131 -0.603 0.1461
H -3.242 -3.642 -3.516 0.0903
H -3.741 -3.514 -1.860 0.0831
H -2.590 -4.781 -2.279 0.0903
H -0.857 -2.996 -4.118 0.0927
H 0.039 -2.153 -2.811 0.0737
H -0.157 -3.908 -2.766 0.0825
C 1.410 0.930 -2.813 -0.2993
O 1.317 0.093 -1.928 -0.0134
N 0.516 1.213 -3.774 -0.1614
C 0.837 2.184 -4.791 -0.0549
C -0.800 0.630 -3.783 -0.0424
H 2.313 1.554 -2.894 0.1492
H 0.374 3.148 -4.546 0.0942
H 0.422 1.928 -5.766 0.0859
H 1.904 2.364 -4.897 0.0870
H -1.561 1.401 -3.637 0.0785
H -1.044 0.106 -4.711 0.0927
H -0.887 -0.053 -2.945 0.0517
C 3.296 0.552 1.126 -0.2665
O 2.461 -0.046 0.455 -0.0246
N 4.125 -0.051 1.999 -0.1711
C 5.031 0.732 2.795 -0.0560
C 4.197 -1.502 2.110 -0.0240
H 3.436 1.638 1.063 0.1105
H 6.095 0.623 2.567 0.0870
H 4.872 0.500 3.854 0.0899
H 4.785 1.792 2.723 0.0924
H 3.349 -1.923 1.578 0.0541
H 5.155 -1.773 1.666 0.0962
H 4.067 -1.802 3.151 0.0913
C 0.715 -2.796 1.667 -0.3061
O 0.528 -1.647 1.341 0.0051
N 1.463 -3.657 0.934 -0.1836
C 1.830 -4.964 1.415 -0.0621
C 1.850 -3.276 -0.416 -0.0303
H 0.377 -3.235 2.620 0.1437
H 1.140 -5.211 2.226 0.0830
H 2.808 -4.962 1.909 0.0881
H 1.819 -5.761 0.676 0.0877
H 1.492 -4.040 -1.113 0.0778
H 1.431 -2.343 -0.780 0.0672
H 2.939 -3.209 -0.459 0.0969
C -1.626 2.960 -0.615 -0.2632
O -1.315 1.823 -0.961 -0.0105
N -2.689 3.623 -1.092 -0.1741
C -2.999 4.994 -0.733 -0.0352
C -3.594 3.032 -2.048 -0.0534
H -1.092 3.527 0.163 0.1056
H -2.876 5.606 -1.632 0.0915
H -2.397 5.384 0.082 0.0987
H -4.063 5.035 -0.487 0.0838
H -3.376 1.983 -2.219 0.0751
H -4.631 3.230 -1.772 0.0858
H -3.485 3.515 -3.030 0.0913
C -2.327 -0.049 2.574 -0.2996
O -1.585 0.142 1.628 0.0048
N -2.049 0.350 3.827 -0.1750
C -3.085 0.328 4.853 -0.0568
C -0.809 0.995 4.204 -0.0423
H -3.286 -0.586 2.511 0.1372
H -4.012 0.004 4.369 0.0760
H -3.317 1.327 5.217 0.0945
H -2.841 -0.441 5.584 0.0895
H -0.637 0.817 5.268 0.0879
H 0.032 0.603 3.639 0.0769
H -0.794 2.077 4.071 0.0972
```

Output
charge	0
frontier orbital gap	7.3	eV
HOMO	-7.082	eV
energy above the lowest of the compared OMol25 structures with the same formula, charge and spin	0.0	kJ/mol

[5]
C2H3NO2S | the ωB97M-V functional and the def2-TZVPD basis

```
9
Properties=species:S:1:pos:R:3:lowdin_charge:R:1
O 2.524 0.469 0.059 0.0258
C 1.503 -0.102 -0.330 -0.3944
N 0.613 -0.732 0.501 -0.3146
S -0.951 -1.090 -0.010 0.9675
C -1.727 0.477 -0.081 -0.5910
O -1.219 1.525 0.235 -0.0077
H 1.237 -0.247 -1.380 0.1225
H 0.756 -0.707 1.507 0.1146
H -2.735 0.406 -0.500 0.0774
```

Output
charge	0
frontier orbital gap	10.8	eV
HOMO	-10.263	eV
energy above the lowest of the compared OMol25 structures with the same formula, charge and spin	104.3	kJ/mol

[6]
CH2N3O2P | the ωB97M-V functional and the def2-TZVPD basis

```
9
Properties=species:S:1:pos:R:3:lowdin_charge:R:1
N 2.787 -1.565 2.171 0.0277
C 1.919 -1.438 1.417 -0.3592
P 0.480 -1.689 -0.031 0.9811
N -0.020 -0.174 -0.309 -0.2526
N -0.749 -1.997 1.421 -0.5768
O -1.365 -1.042 1.785 0.0158
O -0.817 -3.108 1.854 0.0217
H -0.198 0.639 0.261 0.0669
H 0.312 0.409 -1.096 0.0755
```

Output
charge	0
frontier orbital gap	10.5	eV
HOMO	-10.948	eV
energy above the lowest of the compared OMol25 structures with the same formula, charge and spin	50.3	kJ/mol

[7]
C22H23N3O2 | the ωB97M-V functional and the def2-TZVPD basis

```
50
Properties=species:S:1:pos:R:3:lowdin_charge:R:1
C -2.792 -0.440 3.023 -0.0533
C -1.945 -1.493 2.375 -0.2122
C -2.142 -2.844 2.774 -0.0239
C -1.362 -3.906 2.282 0.0031
C -0.301 -3.623 1.380 -0.1165
C 0.574 -4.689 0.811 -0.4104
O 0.386 -5.834 1.207 0.0561
N 1.478 -4.401 -0.210 0.0909
C 2.320 -5.394 -0.812 -0.2647
C 3.174 -5.007 -2.020 -0.1287
C 1.950 -5.855 -2.263 -0.1093
C -0.099 -2.275 1.002 0.0372
C -0.913 -1.217 1.464 -0.1181
C -0.688 0.128 0.837 -0.2392
C -1.763 0.835 0.298 -0.0049
C -1.536 2.144 -0.233 0.0447
C -0.196 2.504 -0.322 -0.1112
C 0.794 1.723 0.197 -0.2891
N 0.590 0.518 0.763 0.2038
N 2.008 2.221 0.069 0.2010
C 1.908 3.459 -0.430 -0.3949
O 2.824 4.255 -0.388 0.0954
C 0.446 3.798 -0.780 -0.2581
C 0.272 4.124 -2.292 -0.0928
C -0.323 5.498 -2.291 -0.2047
C -1.036 5.701 -0.981 -0.1943
C -0.138 5.011 0.001 -0.1086
H -2.158 0.336 3.476 0.0966
H -3.441 -0.834 3.807 0.0741
H -3.531 -0.011 2.335 0.0738
H -2.895 -3.095 3.531 0.1110
H -1.554 -4.922 2.636 0.1182
H 1.653 -3.438 -0.360 0.0984
H 2.713 -6.186 -0.147 0.1478
H 4.147 -5.498 -2.185 0.1023
H 3.118 -3.979 -2.380 0.0956
H 2.137 -6.926 -2.497 0.1004
H 1.061 -5.400 -2.754 0.1081
H 0.699 -2.036 0.276 0.1092
H -2.764 0.420 0.221 0.1118
H -2.342 2.785 -0.570 0.1158
H 2.695 2.038 0.761 0.1706
H 1.258 4.179 -2.852 0.1438
H -0.376 3.391 -2.741 0.1122
H 0.443 6.237 -2.505 0.1171
H -1.090 5.634 -3.084 0.1206
H -1.181 6.744 -0.767 0.1102
H -2.012 5.208 -0.950 0.1106
H -0.707 4.726 0.912 0.1313
H 0.635 5.685 0.375 0.1235
```

Output
charge	0
frontier orbital gap	9.0	eV
HOMO	-8.623	eV
energy above the lowest of the compared OMol25 structures with the same formula, charge and spin	197.4	kJ/mol

[8]
C6H13N | the ωB97M-V functional and the def2-TZVPD basis

```
20
Properties=species:S:1:pos:R:3:lowdin_charge:R:1
C -0.465 1.953 0.534 0.0238
C -0.765 0.747 0.040 -0.3866
C 0.196 -0.401 0.038 -0.2035
C 1.621 -0.111 -0.350 -0.2589
C 2.544 -0.719 0.696 -0.1335
N -2.158 0.463 -0.006 -0.0955
C -2.442 -0.694 -0.847 -0.1500
H -1.295 2.670 0.731 0.0678
H 0.574 2.170 0.792 0.0533
H 0.350 -0.946 1.057 0.1466
H -0.187 -1.287 -0.587 0.1028
H 1.806 0.964 -0.564 0.1082
H 1.838 -0.668 -1.292 0.1139
H 2.761 -1.763 0.484 0.0752
H 3.504 -0.236 0.727 0.0590
H 2.413 -0.693 1.754 0.0615
H -2.697 1.392 -0.172 0.1566
H -2.228 -0.628 -1.953 0.0896
H -3.524 -0.630 -0.710 0.0727
H -1.846 -1.582 -0.375 0.0969
```

Output
charge	0
frontier orbital gap	9.0	eV
HOMO	-7.910	eV
energy above the lowest of the compared OMol25 structures with the same formula, charge and spin	224.7	kJ/mol